Record 1
Formula: C20H14N6O8Y
Source: the Open Molecules 2025 dataset
Level of theory: ωB97M-V with the def2-TZVPD basis set

```
49
Properties=species:S:1:pos:R:3:forces:R:3
Y -0.2548 0.2522 -0.0488 -2.276 -1.181 0.321
C 3.7236 0.7511 1.9976 -0.028 -0.022 0.041
C 2.3515 0.3442 1.5829 0.225 0.600 -0.486
N 1.7184 0.9022 0.5979 1.746 0.181 0.795
N 2.2906 1.8849 -0.1386 0.502 0.647 -0.376
C 1.5222 2.2415 -1.1627 0.678 -0.116 0.694
O 0.3628 1.6961 -1.3747 0.619 0.930 -0.682
C 2.0252 3.2817 -2.0614 -0.098 0.199 -0.196
C 1.2810 3.6185 -3.1932 0.005 -0.106 0.116
C 1.7226 4.6203 -4.0379 0.000 0.056 -0.063
C 2.9026 5.2948 -3.7561 0.004 0.001 0.010
C 3.6503 4.9591 -2.6340 0.030 0.000 0.029
C 3.2182 3.9557 -1.7878 -0.066 -0.102 0.006
C 1.6418 -0.7814 2.2150 -0.177 -0.374 0.216
C 2.2265 -1.5421 3.2197 0.082 0.205 -0.117
C 1.5660 -2.6577 3.7030 -0.120 -0.024 -0.053
C 0.3216 -2.9816 3.1832 0.091 -0.025 0.128
C -0.2191 -2.1574 2.2165 -0.059 0.054 -0.037
N 0.4107 -1.0842 1.7294 0.728 -0.456 0.910
H 4.0399 1.5959 1.3947 0.008 -0.005 0.010
H 4.4267 -0.0714 1.8495 -0.002 -0.007 0.032
H 3.7468 1.0338 3.0516 -0.007 -0.043 0.012
H 0.3633 3.0839 -3.3975 -0.009 0.036 -0.007
H 1.1447 4.8800 -4.9146 0.007 0.001 0.002
H 3.2432 6.0872 -4.4096 -0.009 -0.016 -0.017
H 4.5711 5.4833 -2.4163 -0.007 0.008 -0.021
H 3.7896 3.6810 -0.9132 0.008 0.036 0.005
H 3.1978 -1.2627 3.6009 0.004 -0.043 0.002
H 2.0196 -3.2707 4.4698 -0.007 0.001 0.006
H -0.2180 -3.8527 3.5249 -0.045 0.027 -0.008
H -1.2041 -2.3691 1.8119 0.007 0.031 -0.044
O -6.5713 -3.6265 0.5966 0.164 -0.106 -0.021
N -5.5713 -3.9956 0.0183 -0.103 -0.018 -0.122
O -5.3641 -5.1053 -0.4253 -0.043 0.140 0.111
C -4.5167 -2.9908 -0.1860 0.170 0.178 -0.005
C -4.6327 -1.7574 0.4432 -0.136 0.040 0.245
C -3.6503 -0.8161 0.2344 0.198 -0.502 -0.527
C -2.6229 -1.0193 -0.7346 -0.429 -0.322 0.018
O -1.9337 -0.0651 -1.1956 -1.689 -0.139 -1.315
C -2.3965 -2.3835 -1.0806 -0.514 0.362 0.331
C -3.3688 -3.3441 -0.8755 0.120 -0.206 0.052
N -1.0608 -2.7340 -1.4691 0.366 -0.007 -0.410
O -0.1542 -1.9221 -1.1659 0.115 -0.330 0.120
O -0.8351 -3.7829 -1.9983 -0.075 0.106 0.047
N -3.4916 0.3311 1.0870 0.012 0.306 0.186
O -4.4252 0.7989 1.6662 0.054 -0.040 -0.093
O -2.3149 0.7358 1.2502 -0.035 0.047 0.187
H -5.4511 -1.5718 1.1275 -0.007 0.000 -0.013
H -3.2210 -4.3678 -1.1944 -0.002 -0.001 -0.018
```
Forces are in eV/Å.

Relative energy (zero: lowest compared OMol25 entry of this formula, charge and spin) (kJ/mol): 24.8
HOMO-LUMO gap (eV): 6.59
LUMO (eV): -4.77
Net charge: +1


Record 2
Formula: C20H14O2
Source: the Open Molecules 2025 dataset
Level of theory: ωB97M-V with the def2-TZVPD basis set

```
36
Properties=species:S:1:pos:R:3:forces:R:3
O -2.1348 -3.3784 -1.0111 0.786 1.211 -1.369
O 0.8864 -0.9798 -3.5462 -0.003 1.118 0.363
C -1.6786 -2.7492 -1.9508 -0.511 -0.733 0.881
C -0.2066 -1.3751 -3.2579 1.891 -2.268 -0.919
C -1.4366 0.9075 -0.9746 1.017 -1.609 -0.230
C -0.4572 0.9039 0.1552 -3.357 -1.074 -3.147
C 1.0224 3.1207 3.3262 -0.737 2.658 -2.163
C 0.1565 -0.3786 0.3511 1.146 -2.051 -0.919
C 0.1749 3.9237 2.4936 2.549 -6.122 2.081
C -0.2154 1.7735 1.1193 1.808 -0.173 0.569
C -1.6521 -0.1739 -1.7924 1.445 1.184 2.555
C 0.0875 -1.4450 -0.5253 -2.242 4.948 -0.665
C 2.7343 -0.3099 3.2905 -0.749 -0.330 0.020
C 2.4778 0.9930 3.6085 0.156 1.357 1.296
C 1.9720 -0.9206 2.2587 -0.063 -0.552 -0.204
C 1.4811 1.7781 2.9352 1.013 0.595 2.418
C 1.0204 -0.1742 1.5476 1.081 0.101 1.136
C 0.7973 1.1937 1.9586 -0.186 -3.437 -1.706
C -0.4460 3.1784 1.2402 0.447 4.467 0.166
C -0.7881 -1.4361 -1.8233 -1.243 0.261 1.025
C -1.8391 -3.2174 -3.4300 0.215 -0.805 0.232
C -0.8700 -2.3843 -4.2924 -1.823 1.166 0.789
H -2.0004 1.7832 -1.1856 -0.621 0.581 0.106
H 1.5568 3.5481 4.1876 -0.601 0.070 -0.299
H -0.0333 4.8597 2.9152 -0.762 1.373 -0.302
H -2.4899 -0.1013 -2.3967 -1.296 -0.026 -1.587
H 0.6575 -2.2221 -0.2933 2.187 -3.584 0.603
H 3.4093 -0.8501 3.9872 -0.454 0.093 -1.040
H 3.0373 1.3492 4.5176 -0.775 0.219 -1.139
H 2.1572 -1.9990 2.1199 -0.305 0.625 -0.381
H 0.0572 3.7193 0.3776 -0.755 -0.596 0.524
H -1.4961 3.4134 1.1865 -0.515 0.305 -0.162
H -1.5683 -4.3082 -3.4527 -0.299 0.950 0.166
H -2.9081 -3.1757 -3.7386 0.712 0.194 0.286
H -1.3953 -1.9255 -5.1620 0.354 0.163 0.842
H -0.0699 -2.9410 -4.7435 0.489 -0.280 0.172
```
Forces are in eV/Å.

Relative energy (zero: lowest compared OMol25 entry of this formula, charge and spin) (kJ/mol): 315.2
HOMO-LUMO gap (eV): 7.14
LUMO (eV): -0.38
SMILES: O=C1CCC(=O)C12C=CC1=C3CC=Cc4cccc(c43)C1=C2


Record 3
Formula: C20H15AgN5OP
Source: the Open Molecules 2025 dataset
Level of theory: ωB97M-V with the def2-TZVPD basis set

```
43
Properties=species:S:1:pos:R:3:forces:R:3
Ag 1.7710 0.7962 -1.0593 -0.294 -0.359 0.179
N -1.4408 0.5414 -1.0604 0.101 0.009 0.064
P -0.2549 -0.5004 -0.3842 -0.150 0.100 -0.079
C -0.6737 -0.5500 1.3931 0.111 -0.023 -0.079
C 0.3249 -0.2990 2.3275 -0.021 0.028 -0.053
C 0.0383 -0.3425 3.6876 0.029 0.010 -0.010
C -1.2486 -0.6297 4.1110 -0.028 -0.001 -0.007
C -2.2538 -0.8775 3.1801 -0.001 0.001 -0.031
C -1.9666 -0.8427 1.8266 0.008 -0.025 0.059
C -0.8763 -2.1164 -0.9375 0.079 0.008 0.040
C -0.3120 -3.2352 -0.3195 -0.068 0.018 -0.036
C -0.7324 -4.5080 -0.6623 -0.001 0.007 -0.018
C -1.7142 -4.6782 -1.6326 0.017 -0.020 0.028
C -2.2588 -3.5742 -2.2661 0.005 0.021 -0.025
C -1.8380 -2.2936 -1.9248 0.011 0.018 -0.040
C -1.2681 1.9202 -1.0437 0.087 -0.027 -0.021
C -2.3550 2.7792 -1.2307 -0.079 -0.014 -0.019
C -2.1335 4.1373 -1.2155 -0.009 0.001 -0.002
C -0.8443 4.6235 -1.0150 0.012 0.011 0.016
C 0.1677 3.7067 -0.8408 -0.028 -0.030 0.003
N -0.0329 2.3805 -0.8519 0.067 0.130 -0.100
H -2.4006 0.2350 -1.1001 -0.052 0.018 0.092
H 1.3285 -0.0690 1.9865 0.010 -0.007 0.029
H 0.8204 -0.1512 4.4112 -0.016 -0.001 -0.023
H -1.4745 -0.6643 5.1695 0.005 0.002 -0.024
H -3.2582 -1.1069 3.5128 0.019 0.005 0.006
H -2.7477 -1.0622 1.1057 0.016 -0.002 0.013
H 0.4564 -3.1031 0.4342 -0.022 -0.029 0.020
H -0.2936 -5.3697 -0.1761 -0.002 0.017 -0.006
H -2.0471 -5.6736 -1.8974 0.016 0.014 -0.001
H -3.0091 -3.7063 -3.0353 0.008 0.016 0.017
H -2.2492 -1.4412 -2.4518 -0.003 -0.030 0.003
H -3.3470 2.3723 -1.3823 0.020 0.009 0.007
H -2.9618 4.8203 -1.3545 0.010 -0.011 -0.005
H -0.6339 5.6828 -0.9905 0.001 -0.020 -0.003
H 1.1895 4.0264 -0.6783 -0.002 -0.013 -0.016
O 3.8480 0.5205 -1.3714 0.079 0.200 0.044
N 4.4747 1.6060 -1.0170 0.013 -0.062 0.022
C 5.6780 1.4193 -0.5589 0.337 0.070 0.135
C 6.2682 0.1142 -0.4066 -0.113 0.045 -0.119
N 6.7387 -0.9277 -0.2848 -0.010 0.052 0.034
C 6.4436 2.5693 -0.1600 -0.112 -0.117 -0.098
N 7.0789 3.4716 0.1636 -0.046 -0.021 0.004
```
Forces are in eV/Å.

HOMO-LUMO gap (eV): 8.40
LUMO (eV): -0.01


Record 4
Formula: C20H15AsF6IrN4O3SSe
Source: the Open Molecules 2025 dataset
Level of theory: ωB97M-V with the def2-TZVPD basis set

```
52
Properties=species:S:1:pos:R:3:forces:R:3
Ir -0.0416 -0.2732 -0.2638 1.203 -0.746 0.112
O 3.0862 2.5039 -2.3375 -0.135 -0.609 -0.499
C 3.0683 3.3983 -1.3625 -0.015 0.492 0.726
C 4.0225 4.4317 -1.3878 -0.243 -0.356 -0.189
C 4.0621 5.3707 -0.3839 -0.195 -0.238 -0.005
C 3.1332 5.3334 0.6626 -0.315 -0.215 0.182
C 2.1927 4.3272 0.7096 0.358 0.569 0.176
C 2.1549 3.3321 -0.2762 -0.054 -0.576 -0.543
C 1.2514 2.2038 -0.1205 0.407 0.560 0.275
O 1.1748 1.2563 -0.9944 -0.737 -1.237 -0.552
N 0.5553 2.1400 1.0028 -0.267 0.885 1.119
N -0.1592 1.0431 1.1572 0.397 -0.428 -0.802
C -0.7574 0.8704 2.3145 -0.467 -0.097 0.934
C -1.5230 -0.2373 2.7164 0.253 -0.028 -0.740
C -2.0287 -0.2444 4.0344 -0.347 -0.260 0.466
C -2.7944 -1.2775 4.5023 0.346 0.641 0.123
C -3.1210 -2.3481 3.6528 0.143 0.014 -0.455
C -2.6597 -2.3849 2.3667 0.112 0.016 -0.289
C -1.8274 -1.3540 1.8455 -0.360 0.191 1.077
O -1.4058 -1.4484 0.6422 0.397 -0.164 -1.314
H 2.3788 1.8349 -2.2110 0.331 0.332 -0.057
H 4.7150 4.4584 -2.2158 0.051 -0.020 -0.033
H 4.8211 6.1384 -0.3981 0.024 0.080 -0.062
H 3.1644 6.0825 1.4407 -0.033 0.007 -0.006
H 1.4717 4.2775 1.5090 0.015 0.039 0.095
H -0.6095 1.6668 3.0365 0.039 0.079 -0.117
H -1.8001 0.5956 4.6726 0.037 0.061 0.090
H -3.1509 -1.2730 5.5193 -0.056 0.055 0.089
H -3.7539 -3.1392 4.0233 -0.027 -0.135 -0.017
H -2.9114 -3.2017 1.7083 0.017 -0.059 -0.092
S 1.9104 -1.6550 0.8867 -0.866 0.662 0.228
C 2.8540 -2.2693 -0.4097 0.236 0.122 -0.065
N 2.5901 -3.5082 -0.8856 0.073 0.168 -0.047
C 3.3622 -4.1135 -1.8002 0.360 -0.134 -0.278
C 4.4771 -3.4835 -2.2958 -0.152 0.163 0.249
C 4.7652 -2.1852 -1.8625 -0.235 -0.323 -0.082
C 3.9623 -1.5822 -0.9209 -0.218 -0.289 -0.034
H 1.7302 -3.9660 -0.5830 0.260 0.195 -0.027
H 3.0639 -5.1011 -2.1203 -0.098 0.057 0.039
H 5.1021 -3.9798 -3.0159 0.019 -0.105 -0.126
H 5.6046 -1.6533 -2.2800 0.147 0.050 0.006
H 4.1711 -0.5871 -0.5627 -0.053 0.042 0.082
Se -2.1094 -0.0473 -2.2051 -0.088 -0.117 -0.177
C -2.7330 1.4305 -1.3866 0.036 -0.171 -0.150
N -3.1106 2.3788 -0.8510 -0.170 0.504 0.346
F 0.3250 -1.8388 -1.7731 -0.252 0.144 -0.302
As 0.3729 -2.3709 -3.6474 1.054 0.185 1.550
F -1.3298 -2.6227 -3.4723 0.493 0.073 -0.165
F 0.6920 -3.9556 -2.9539 -0.268 0.728 -0.492
F 0.5105 -2.8895 -5.2417 -0.173 0.043 -0.054
F 2.0839 -1.9879 -3.4807 -0.958 -0.269 -0.252
F 0.0812 -0.6893 -4.0058 -0.029 -0.582 0.058
```
Forces are in eV/Å.

Relative energy (zero: lowest compared OMol25 entry of this formula, charge and spin) (kJ/mol): 43.4
HOMO-LUMO gap (spin up / spin down) (eV): 6.92 / 4.80
Spin multiplicity: 5
LUMO (spin up / spin down) (eV): -4.04 / -6.47
Net charge: +1